Run w
Here is C3H5NO4 in the gas phase from the Open Molecules 2025 dataset. Energies are from the ωB97M-V functional and the def2-TZVPD basis.

XYZ file:
```
13
Properties=species:S:1:pos:R:3
C -2.12248 -0.66671 1.22544
O -1.53039 0.38462 0.46873
C -0.36237 -0.11955 0.01545
N 0.17626 -1.23947 0.44605
O 1.10447 -1.58572 -0.52913
O -0.00636 0.80744 -1.05361
C 1.06096 1.59280 -0.89629
O 1.83716 1.17523 0.08372
H -2.59850 -1.51284 0.52141
H -2.76777 -0.02408 1.87282
H -1.45981 -1.43256 2.01675
H 1.70539 -2.03232 0.15095
H 1.19113 2.58632 -1.50952
```

Results
LUMO level = 0.78 eV
Highest occupied orbital energy = -0.3461 Eh
Structure (SMILES) = CO/C(=N/O)OC=O



Run x
Here is a 2-piece molecular cluster, C3H5NO4 overall from the Open Molecules 2025 dataset. Energies are from the ωB97M-V functional and the def2-TZVPD basis.

XYZ file:
```
13
Properties=species:S:1:pos:R:3
O 0.95446 1.29565 0.75611
C 0.30689 0.92757 -0.18594
O 0.71643 1.01362 -1.45537
C -1.30534 0.74220 -0.12683
O -1.75022 0.66712 1.16370
H 1.64229 1.30842 -1.48318
H -1.50620 -0.16762 -0.70825
H -1.73550 1.61659 -0.61979
H -1.12393 0.09695 1.67187
N 1.26247 -1.82142 -0.44014
C 0.69669 -1.57632 0.59239
O -0.03295 -1.52628 1.50694
H 1.87490 -2.57648 -0.67152
```

Results
LUMO level = 0.46 eV
Highest occupied orbital energy = -0.3748 Eh
Structure (SMILES) = O=C(O)CO.N=C=O



Which one is most stable, and which one is least stable? run x is the most stable of them, while run w is the least stable.



Run w
Here is an isolated ion of composition CH5OS2 and charge -1 from the Open Molecules 2025 dataset. Energies are from the ωB97M-V functional and the def2-TZVPD basis.

XYZ file:
```
9
Properties=species:S:1:pos:R:3
O 1.13858 -1.35439 1.25747
H 0.50949 -2.12629 1.39683
C 0.39316 1.01654 0.08025
S 0.10991 -0.77476 -0.10263
S -1.30936 -0.41082 -1.92997
H 1.12055 1.21888 -0.71262
H -0.63141 1.34215 -0.00351
H 1.04727 1.16826 0.96652
H -2.37819 -0.07958 -0.95233
```

Results
LUMO level = 3.93 eV
Net charge = -1
Highest occupied orbital energy = -0.1023 Eh



Run x
Here is an isolated ion of composition CH5OS2 and charge -1 from the Open Molecules 2025 dataset. Energies are from the ωB97M-V functional and the def2-TZVPD basis.

XYZ file:
```
9
Properties=species:S:1:pos:R:3
O -1.44055 1.61985 0.21397
H -1.51810 1.75868 -0.72775
C 0.74191 0.33089 -0.24603
S -0.84666 0.07226 0.42038
S -0.33585 -2.19591 1.16763
H 0.82527 1.38167 -0.39879
H 0.94197 0.01007 -1.26817
H 1.56309 0.14841 0.52512
H 0.06893 -3.12591 0.31364
```

Results
LUMO level = 3.71 eV
Net charge = -1
Highest occupied orbital energy = -0.0961 Eh



Run y
Here is a 2-piece molecular cluster, CH5OS2 overall from the Open Molecules 2025 dataset. Energies are from the ωB97M-V functional and the def2-TZVPD basis.

XYZ file:
```
9
Properties=species:S:1:pos:R:3
O 1.84509 -1.77063 1.13690
H 2.18416 -0.87519 1.04758
C -0.21092 -0.22483 0.25482
S 0.17872 -1.84996 0.91674
S -1.13297 2.58010 -1.67961
H -0.97046 -0.22308 -0.51990
H 0.60454 0.30088 -0.24803
H -0.46673 0.38834 1.11364
H -2.03144 1.67437 -2.02214
```

Results
LUMO level = 3.18 eV
Net charge = -1
Highest occupied orbital energy = -0.1003 Eh



Which one is most stable, and which one is least stable? run y is the most stable of them, while run w is the least stable.



Run w
Here is a 2-piece molecular cluster, C7H8N2O3 overall from the Open Molecules 2025 dataset. Energies are from the ωB97M-V functional and the def2-TZVPD basis.

XYZ file:
```
20
Properties=species:S:1:pos:R:3
H 2.98173 -0.04486 -1.87146
N 2.33007 -0.80221 -1.67572
C 1.25415 -0.45344 -1.13060
O 0.91923 0.80668 -0.85364
C -0.22873 1.04199 -0.11302
C -1.02656 2.11685 -0.47964
C -2.17649 2.38578 0.24066
C -2.52530 1.58913 1.31868
C -1.71479 0.53089 1.68854
C -0.55955 0.25260 0.98023
H 0.52793 -1.22537 -0.87644
H -0.73672 2.72434 -1.32272
H -2.80726 3.21321 -0.04623
H -3.42606 1.79719 1.87629
H -1.97971 -0.08475 2.53503
H 0.08616 -0.55926 1.28400
O 1.84313 -4.22903 0.78216
N 1.89235 -3.24760 0.10114
O 2.68736 -3.35717 -0.99822
H 2.65906 -2.45496 -1.43903
```

Results
LUMO level = 0.75 eV
Highest occupied orbital energy = -0.3533 Eh
Structure (SMILES) = [H]/N=C\Oc1ccccc1.O=NO



Run x
Here is C7H8N2O3 in the gas phase from the Open Molecules 2025 dataset. Energies are from the ωB97M-V functional and the def2-TZVPD basis.

XYZ file:
```
20
Properties=species:S:1:pos:R:3
C -0.67807 -2.84648 1.05084
C -0.48392 -1.46920 0.51270
C -1.57210 -0.66371 0.25516
C -1.39555 0.64502 -0.18049
C -0.07392 1.12532 -0.31945
C 0.13322 2.54629 -0.69364
O 1.16436 3.14040 -0.38907
O -0.88318 3.14908 -1.37054
C 1.00424 0.22340 -0.16552
N 2.32218 0.66824 -0.38655
N 0.79075 -1.03659 0.23296
O 1.74323 -1.78649 0.37895
H -0.63070 -3.49987 0.18880
H 0.08504 -3.13871 1.79021
H -1.64749 -2.97550 1.50934
H -2.60140 -0.99435 0.44589
H -2.30561 1.25058 -0.27778
H -0.52815 4.00201 -1.64638
H 2.47428 1.65680 -0.61243
H 3.08279 0.00375 -0.32299
```

Results
LUMO level = 0.15 eV
Highest occupied orbital energy = -0.2956 Eh
Structure (SMILES) = Cc1ccc(C(=O)O)c(N)[n+]1[O-]



Which one is most stable, and which one is least stable? run x is the most stable of them, while run w is the least stable.



Run w
Here is a 2-piece molecular cluster, H4N2O2 overall from the Open Molecules 2025 dataset. Energies are from the ωB97M-V functional and the def2-TZVPD basis.

XYZ file:
```
8
Properties=species:S:1:pos:R:3
N -1.30069 -0.62386 -1.25149
O -1.53437 0.48175 -0.94832
H -0.44726 -0.94774 -0.73750
N 1.55986 0.66195 0.76229
O 0.91212 -0.54446 1.20439
H 2.54402 0.34672 0.47204
H 0.97782 0.98357 -0.01902
H 0.08925 -0.14748 1.66028
```

Results
LUMO level = -0.12 eV
Highest occupied orbital energy = -0.3437 Eh
Structure (SMILES) = N=O.NO



Run x
Here is a 2-piece molecular cluster, H4N2O2 overall from the Open Molecules 2025 dataset. Energies are from the ωB97M-V functional and the def2-TZVPD basis.

XYZ file:
```
8
Properties=species:S:1:pos:R:3
N -1.03793 -0.96233 0.40646
O -2.16020 -0.78508 0.74472
H -0.29989 -1.10941 1.15569
N 1.35891 0.76772 -0.45983
O 0.17219 0.87510 -1.17446
H 1.15258 1.21991 0.45325
H 1.29798 -0.21709 -0.25733
H -0.48364 0.21118 -0.86849
```

Results
LUMO level = -1.24 eV
Highest occupied orbital energy = -0.3552 Eh
Structure (SMILES) = N=O.NO



Which one is most stable, and which one is least stable? run w is the most stable of them, while run x is the least stable.



Run w
Here is C6H10N2O2S2 in the gas phase from the Open Molecules 2025 dataset. Energies are from the ωB97M-V functional and the def2-TZVPD basis.

XYZ file:
```
22
Properties=species:S:1:pos:R:3
C -0.99533 0.03311 -0.07043
C -0.81892 1.55317 -0.28436
C 3.11946 -1.60068 0.64224
C 3.33631 -1.17567 -0.82382
C 2.68046 -0.24246 0.18622
C 1.30484 0.16483 0.16069
N 0.26900 -0.52041 0.22778
N -4.58410 0.90380 0.63350
O -2.07992 -0.24488 0.84430
O -3.73574 -0.50053 -1.08632
S 0.97598 1.87549 -0.16434
S -3.75631 -0.50270 0.35121
H -1.26982 -0.36495 -0.99819
H -0.92478 1.88603 -1.33328
H -1.29771 2.28115 0.39920
H 2.40398 -2.49607 0.72525
H 4.01178 -1.79844 1.29148
H 4.36598 -0.96839 -1.10740
H 2.75146 -1.72276 -1.51850
H 3.31746 0.68268 0.52830
H -4.51943 1.31069 1.59350
H -4.55465 1.44699 -0.19702
```

Results
LUMO level = 0.63 eV
Highest occupied orbital energy = -0.3189 Eh



Run x
Here is a 2-piece molecular cluster, C6H10N2O2S2 overall from the Open Molecules 2025 dataset. Energies are from the ωB97M-V functional and the def2-TZVPD basis.

XYZ file:
```
22
Properties=species:S:1:pos:R:3
C 4.79437 0.27743 0.52147
C -5.06775 -0.34127 0.42570
C 3.55667 -0.18121 0.52319
C -4.32918 0.70491 0.11004
C 2.67155 -0.23485 -0.70707
C 0.17487 -1.07092 -0.50168
N 1.53799 0.64194 -0.83890
N 0.23141 0.17303 -0.56945
O -2.03135 1.16393 0.74425
O -2.59362 -1.11877 -0.42154
S 1.73177 -1.90413 -0.77681
S -2.63761 0.32445 -0.51536
H 5.35750 0.30001 1.42552
H 5.44953 0.78551 -0.24288
H -6.06521 -0.32684 0.81485
H -4.52668 -1.25388 0.30929
H 3.06686 -0.54276 1.38741
H -4.51370 1.77673 0.40553
H 3.38812 -0.12202 -1.61303
H -0.66197 -1.71847 -0.37125
H 1.58987 1.64250 -0.79829
H -1.12345 1.02468 0.68903
```

Results
LUMO level = 0.73 eV
Highest occupied orbital energy = -0.3106 Eh



Which one is most stable, and which one is least stable? run w is the most stable of them, while run x is the least stable.



Run w
Here is a 2-piece molecular cluster, C2H6O2S2 overall from the Open Molecules 2025 dataset. Energies are from the ωB97M-V functional and the def2-TZVPD basis.

XYZ file:
```
12
Properties=species:S:1:pos:R:3
C -1.79199 0.96470 -0.35822
C 2.39185 -0.69255 0.69811
O -3.09799 -1.33255 -0.28498
O 0.60695 0.17385 -1.12847
S -2.37970 -0.41617 0.60779
S 1.01676 -1.08712 -0.42942
H -1.60226 1.71651 0.38561
H -2.45037 1.54137 -1.16272
H -0.74051 0.60040 -0.83430
H 3.03457 -0.15197 0.02522
H 2.91683 -1.49509 1.05088
H 2.09586 0.17863 1.43050
```

Results
LUMO level (alpha / beta) = -1.54 / -0.46 eV
Highest occupied orbital energy (alpha / beta) = -0.3007 / -0.3351 Eh



Run x
Here is a 2-piece molecular cluster, C2H6O2S2 overall from the Open Molecules 2025 dataset. Energies are from the ωB97M-V functional and the def2-TZVPD basis.

XYZ file:
```
12
Properties=species:S:1:pos:R:3
O 1.79465 -1.61717 0.85349
C 2.29143 -0.51545 1.16449
O 1.58301 0.60484 0.82675
H 3.26552 -0.37117 1.45131
H 0.72852 0.25038 0.64476
C -1.54877 -0.53442 -0.37997
S -0.40074 0.16461 -1.64175
S -1.26217 2.05078 -1.86084
H -2.47990 -0.58428 -0.88683
H -1.17640 -1.55637 -0.29003
H -1.52908 -0.09237 0.59021
H -1.26606 2.20062 -0.47159
```

Results
LUMO level = 0.52 eV
Highest occupied orbital energy = -0.3207 Eh
Structure (SMILES) = O=CO.CSS



Which one is most stable, and which one is least stable? run x is the most stable of them, while run w is the least stable.